Molecular formula: C4H2F2
Method: DFT, ωB97M-V with the def2-TZVPD basis set

Summary:
Relative energy (zero: lowest compared OMol25 entry of this formula, charge and spin), kJ/mol: 241.2
Spin multiplicity: 3

```
8
Properties=species:S:1:pos:R:3:lowdin_spin:R:1
C -0.278 -1.099 -1.751 1.54
F -1.526 1.907 -0.815 0.01
H -0.705 -0.455 0.456 0.01
H 1.088 0.044 -0.007 0.00
C -0.050 0.166 -0.221 0.20
F 0.653 2.254 -1.195 0.01
C -0.358 1.376 -1.039 0.05
C -0.323 0.179 -1.842 0.19
```